# 1
# C2H4BrF2N

A single C2H4BrF2N molecule in a non-equilibrium geometry (ωB97M-V with the def2-TZVPD basis set, the OMol25 dataset).

Each line ends with the natural charge from an NBO analysis.
Cartesian coordinates (Å):
N -0.72 -0.29 -0.10  -0.84
C 0.54 0.40 0.15  -0.30
C 1.75 -0.57 -0.03  0.62
F 1.82 -1.36 1.04  -0.34
F 1.80 -1.46 -1.04  -0.33
Br 3.45 0.33 -0.01  -0.02
H -0.76 -0.96 -0.85  0.38
H -1.04 -0.61 0.79  0.37
H 0.50 1.20 -0.57  0.22
H 0.43 0.77 1.27  0.24

- Multiplicity: 1
- SMILES: NCC(F)(F)Br
- Orbital gap: 10.74 eV
- ΔE to the lowest compared entry with this formula, charge and spin: 0.00 kJ/mol

# 2
# C2H4BrFO

2 unconnected molecules or ions with the total composition C2H4BrFO in a non-equilibrium geometry (ωB97M-V with the def2-TZVPD basis set, the OMol25 dataset).

Each line ends with the natural charge from an NBO analysis.
Cartesian coordinates (Å):
F -0.36 1.04 0.85  -0.34
C 0.76 1.43 0.18  0.02
Br 2.42 0.60 1.05  -0.06
H 1.05 2.41 -0.19  0.20
H 0.48 0.76 -0.67  0.19
C -1.05 -1.52 -0.33  0.29
O -0.02 -1.38 0.24  -0.48
H -2.05 -1.50 0.24  0.09
H -1.24 -1.83 -1.38  0.11

- Multiplicity: 1
- SMILES: FCBr.C=O
- Orbital gap: 10.79 eV
- ΔE to the lowest compared entry with this formula, charge and spin: 251.15 kJ/mol

# 3
# C2H4BrN

A single C2H4BrN molecule in a non-equilibrium geometry (ωB97M-V with the def2-TZVPD basis set, the OMol25 dataset).

Each line ends with the natural charge from an NBO analysis.
Cartesian coordinates (Å):
C -0.16 0.22 0.05  -0.66
C 1.29 0.64 0.14  0.12
N 2.08 -0.23 -0.25  -0.49
Br 3.86 0.01 0.02  0.17
H -0.27 -0.64 0.56  0.23
H -0.29 -0.07 -1.00  0.24
H -0.96 0.88 0.22  0.22
H 1.66 1.59 0.61  0.17

- Multiplicity: 1
- SMILES: C/C=N/Br
- Orbital gap: 10.50 eV
- ΔE to the lowest compared entry with this formula, charge and spin: 119.10 kJ/mol

# 4
# C2H4BrN

2 unconnected molecules or ions with the total composition C2H4BrN in a non-equilibrium geometry (ωB97M-V with the def2-TZVPD basis set, the OMol25 dataset).

Each line ends with the Löwdin spin population.
Cartesian coordinates (Å):
C 0.69 -0.54 0.09  0.55
C -1.00 0.85 0.07  0.76
N 0.38 -1.72 -0.02  0.17
Br 2.41 0.36 0.03  0.38
H -1.22 1.31 1.04  0.04
H -1.77 0.40 -0.55  0.04
H -0.54 1.71 -0.51  0.03
H 1.05 -2.37 -0.16  0.02

- Expectation value of S²: 2.010
- Multiplicity: 3
- Orbital gap (alpha / beta): 7.46 / 8.00 eV
- ΔE to the lowest compared entry with this formula, charge and spin: 133.16 kJ/mol

# 5
# C2H4BrN2

2 unconnected molecules or ions with the total composition C2H4BrN2 in a non-equilibrium geometry (ωB97M-V with the def2-TZVPD basis set, the OMol25 dataset).

Each line ends with the natural charge from an NBO analysis.
Cartesian coordinates (Å):
C -0.98 -1.93 -0.08  -0.18
C 0.59 0.77 0.00  0.26
N -1.42 -0.81 0.12  -0.10
N 0.48 2.07 0.12  -0.68
Br 2.04 -0.22 0.04  0.35
H -1.62 -2.75 -0.38  0.27
H 0.05 -2.19 -0.15  0.23
H -0.38 2.41 0.07  0.43
H 1.24 2.65 0.27  0.43

- Net charge: +1
- Multiplicity: 1
- Orbital gap (alpha / beta): 7.59 / 9.64 eV
- ΔE to the lowest compared entry with this formula, charge and spin: 376.08 kJ/mol

# 6
# C2H4BrN2P

A single C2H4BrN2P molecule in a non-equilibrium geometry (ωB97M-V with the def2-TZVPD basis set, the OMol25 dataset).

Each line ends with the natural charge from an NBO analysis.
Cartesian coordinates (Å):
Br -2.17 -0.24 -2.09  0.16
N -0.55 0.20 -1.12  -0.26
C -0.32 -0.65 0.14  -0.26
C 0.91 0.05 0.73  -0.79
P 0.80 1.83 0.16  0.81
N -0.22 1.46 -0.98  -0.58
H 0.00 -1.62 -0.04  0.22
H -1.33 -0.62 0.81  0.20
H 0.92 0.00 1.94  0.25
H 1.95 -0.40 0.46  0.24

- Multiplicity: 1
- SMILES: BrN1CCP=N1
- Orbital gap: 8.04 eV
- ΔE to the lowest compared entry with this formula, charge and spin: 0.00 kJ/mol

# 7
# C2H4BrNO2

2 unconnected molecules or ions with the total composition C2H4BrNO2 in a non-equilibrium geometry (ωB97M-V with the def2-TZVPD basis set, the OMol25 dataset).

Each line ends with the natural charge from an NBO analysis.
Cartesian coordinates (Å):
C -0.16 0.03 0.99  0.69
C 0.02 -0.23 -0.47  -0.03
N -0.81 0.50 -1.28  -0.79
O 0.60 -0.65 1.79  -0.67
O -0.89 0.90 1.35  -0.59
Br 0.99 -1.54 -1.37  0.10
H 1.66 1.26 0.12  -0.02
H 1.25 -1.35 1.40  0.51
H -1.46 -0.10 -1.80  0.38
H -1.21 1.18 -0.73  0.41

- Multiplicity: 1
- Orbital gap (alpha / beta): 9.40 / 7.43 eV
- ΔE to the lowest compared entry with this formula, charge and spin: 364.51 kJ/mol

# 8
# C2H4BrNO2S

2 unconnected molecules or ions with the total composition C2H4BrNO2S in a non-equilibrium geometry (ωB97M-V with the def2-TZVPD basis set, the OMol25 dataset).

Each line ends with the Löwdin spin population.
Cartesian coordinates (Å):
C -0.30 -1.58 1.69  0.80
C -1.21 -1.02 2.21  0.71
N 0.16 0.88 -2.18  0.03
O 1.51 -0.52 -0.66  0.02
O 0.33 1.38 0.31  0.01
S 0.20 0.05 -0.63  0.08
Br -2.74 -0.34 2.93  0.27
H 0.66 -2.17 1.61  0.08
H 1.18 1.74 0.24  0.00
H -0.69 1.10 -2.74  0.00
H 0.91 0.48 -2.78  0.00

- Expectation value of S²: 2.006
- Multiplicity: 3
- Orbital gap (alpha / beta): 5.38 / 6.77 eV

# 9
# C2H4BrOP

A single C2H4BrOP molecule in a non-equilibrium geometry (ωB97M-V with the def2-TZVPD basis set, the OMol25 dataset).

Each line ends with the natural charge from an NBO analysis.
Cartesian coordinates (Å):
C 0.12 0.04 -0.38  -0.65
C -0.17 -0.81 0.81  -0.78
O -0.80 -3.29 1.91  -1.01
P -0.34 -2.50 0.77  1.67
Br -0.24 -4.02 -1.02  -0.20
H -0.33 0.96 -0.20  0.23
H -0.51 -0.25 -1.30  0.23
H 1.17 0.29 -0.70  0.23
H -0.54 -0.53 1.82  0.28

- Multiplicity: 1
- Orbital gap: 8.07 eV
- ΔE to the lowest compared entry with this formula, charge and spin: 107.69 kJ/mol

# 10
# C2H4Cl2O

A single C2H4Cl2O molecule in a non-equilibrium geometry (ωB97M-V with the def2-TZVPD basis set, the OMol25 dataset).

Each line ends with the natural charge from an NBO analysis.
Cartesian coordinates (Å):
O -0.17 1.45 0.16  -0.72
C -0.41 0.12 -0.36  0.08
Cl -2.06 -0.49 -0.04  -0.07
C 0.61 -0.74 0.45  -0.43
Cl 2.22 -0.38 -0.11  -0.03
H -0.73 2.18 -0.33  0.49
H -0.38 0.13 -1.54  0.21
H 0.68 -0.41 1.44  0.24
H 0.25 -1.86 0.33  0.24

- Multiplicity: 1
- SMILES: O[C@H](Cl)CCl
- Orbital gap: 11.48 eV
- ΔE to the lowest compared entry with this formula, charge and spin: 49.89 kJ/mol

# 11
# C2H4Cl2OS

A molecular structure, C2H4Cl2OS in a non-equilibrium geometry (ωB97M-V with the def2-TZVPD basis set, the OMol25 dataset).

Each line ends with the natural charge from an NBO analysis.
Cartesian coordinates (Å):
C 0.67 -0.93 0.97  -0.66
C -0.54 -0.14 0.36  -0.25
O 1.04 0.85 -2.21  -0.90
S 0.24 1.50 -1.22  1.14
Cl -1.31 0.92 1.60  -0.05
Cl -1.56 1.62 -2.11  -0.23
H 1.33 -0.34 1.51  0.23
H 1.18 -1.24 0.06  0.23
H 0.28 -1.83 1.46  0.24
H -1.33 -0.42 -0.43  0.25

- Multiplicity: 1
- Orbital gap (alpha / beta): 8.47 / 8.47 eV
- ΔE to the lowest compared entry with this formula, charge and spin: 112.34 kJ/mol

# 12
# C2H4Cl2OS

2 unconnected molecules or ions with the total composition C2H4Cl2OS in a non-equilibrium geometry (ωB97M-V with the def2-TZVPD basis set, the OMol25 dataset).

Each line ends with the natural charge from an NBO analysis.
Cartesian coordinates (Å):
C 0.63 0.53 0.79  -0.70
C 0.41 0.45 -0.67  -0.31
O -2.08 0.82 -0.35  -0.94
S -1.06 0.69 -1.40  1.13
Cl 1.75 0.14 -1.69  0.06
Cl -0.34 -2.48 -0.24  -0.27
H 1.48 1.18 1.01  0.24
H -0.27 0.91 1.25  0.26
H 0.85 -0.46 1.20  0.25
H -1.36 -1.78 0.10  0.28

- Multiplicity: 1
- Orbital gap: 8.71 eV
- ΔE to the lowest compared entry with this formula, charge and spin: 11.34 kJ/mol

# 13
# C2H4Cl4

2 unconnected molecules or ions with the total composition C2H4Cl4 in a non-equilibrium geometry (ωB97M-V with the def2-TZVPD basis set, the OMol25 dataset).

Each line ends with the natural charge from an NBO analysis.
Cartesian coordinates (Å):
Cl 2.00 -1.43 -0.13  0.04
C 2.84 -0.02 -0.03  -0.50
Cl 4.54 -0.18 0.20  0.01
H 2.50 0.71 -0.74  0.22
H 2.33 0.56 0.67  0.22
Cl -4.35 0.66 0.47  -0.02
C -2.87 -0.01 -0.15  -0.39
Cl -1.42 -0.13 0.86  -0.05
H -3.11 -0.96 -0.37  0.22
H -2.46 0.80 -0.77  0.24

- Multiplicity: 1
- SMILES: ClCCl.ClCCl
- Orbital gap: 11.21 eV
- ΔE to the lowest compared entry with this formula, charge and spin: 139.55 kJ/mol

# 14
# C2H4Cl4

2 unconnected molecules or ions with the total composition C2H4Cl4 (ωB97M-V with the def2-TZVPD basis set, the OMol25 dataset).

Each line ends with the natural charge from an NBO analysis.
Cartesian coordinates (Å):
Cl -34.52 -26.55 -28.56  -0.02
C -33.80 -25.38 -27.45  -0.40
Cl -32.38 -24.60 -28.15  -0.03
H -34.53 -24.61 -27.24  0.22
H -33.50 -25.90 -26.56  0.22
Cl -30.87 -21.31 -29.87  -0.02
C -31.03 -21.30 -28.11  -0.40
Cl -32.64 -20.83 -27.59  -0.02
H -30.83 -22.30 -27.75  0.22
H -30.30 -20.60 -27.72  0.22

- Multiplicity: 1
- SMILES: ClCCl.ClCCl
- Orbital gap: 11.71 eV
- ΔE to the lowest compared entry with this formula, charge and spin: 5.02 kJ/mol

# 15
# C2H4Cl4O

A molecular structure, C2H4Cl4O in a non-equilibrium geometry (ωB97M-V with the def2-TZVPD basis set, the OMol25 dataset).

Each line ends with the natural charge from an NBO analysis.
Cartesian coordinates (Å):
Cl -1.97 0.68 2.21  -0.04
Cl 1.31 -1.23 -0.07  0.07
Cl -1.42 -1.90 0.38  0.05
Cl -0.65 0.59 -0.98  0.05
C -0.32 0.13 1.76  -0.43
C -0.27 -0.57 0.36  -0.12
H 0.33 1.02 1.76  0.24
H -0.11 -0.44 2.69  0.26
O 1.40 0.51 -2.56  -0.96
H 0.58 0.71 -2.05  0.41
H 1.12 0.50 -3.50  0.46

- Multiplicity: 1
- Orbital gap: 11.06 eV
- ΔE to the lowest compared entry with this formula, charge and spin: 98.82 kJ/mol

# 16
# C2H4ClN

A single C2H4ClN molecule in a non-equilibrium geometry (ωB97M-V with the def2-TZVPD basis set, the OMol25 dataset).

Each line ends with the natural charge from an NBO analysis.
Cartesian coordinates (Å):
C -1.23 -0.32 0.43  -0.07
N -0.22 -0.88 -0.05  -0.38
C 0.97 0.00 -0.31  -0.25
Cl 1.03 1.65 0.31  -0.08
H -2.19 -0.88 0.49  0.18
H -1.17 0.73 0.56  0.16
H 0.94 0.16 -1.40  0.21
H 1.87 -0.46 -0.03  0.21

- Multiplicity: 1
- SMILES: C=NCCl
- Orbital gap: 11.37 eV
- ΔE to the lowest compared entry with this formula, charge and spin: 70.88 kJ/mol

# 17
# C2H4ClN

2 unconnected molecules or ions with the total composition C2H4ClN in a non-equilibrium geometry (ωB97M-V with the def2-TZVPD basis set, the OMol25 dataset).

Each line ends with the natural charge from an NBO analysis.
Cartesian coordinates (Å):
C -0.68 -1.33 -0.18  -0.20
C 0.70 1.28 -0.03  -0.34
N -0.47 -0.55 -1.09  -0.31
Cl 0.27 0.88 1.55  0.07
H -1.10 -2.46 -0.27  0.21
H -0.43 -1.01 0.95  0.17
H 0.01 1.82 -0.61  0.20
H 1.70 1.37 -0.32  0.20

- Multiplicity: 1
- Orbital gap (alpha / beta): 9.14 / 8.40 eV
- ΔE to the lowest compared entry with this formula, charge and spin: 377.59 kJ/mol

# 18
# C2H4ClN

A single C2H4ClN molecule in a non-equilibrium geometry (ωB97M-V with the def2-TZVPD basis set, the OMol25 dataset).

Each line ends with the natural charge from an NBO analysis.
Cartesian coordinates (Å):
H -0.66 2.31 -0.51  0.36
N -0.42 1.57 0.19  -0.64
C -0.23 0.26 -0.27  0.26
C 0.38 -0.84 0.45  -0.71
Cl -0.70 -0.16 -1.91  -0.03
H -0.39 -1.44 1.11  0.26
H 1.04 -0.46 1.24  0.25
H 0.98 -1.26 -0.30  0.25

- Multiplicity: 1
- SMILES: [H]/N=C(/C)Cl
- Orbital gap: 10.69 eV
- ΔE to the lowest compared entry with this formula, charge and spin: 98.01 kJ/mol

# 19
# C2H4ClN2O

2 unconnected molecules or ions with the total composition C2H4ClN2O in a non-equilibrium geometry (ωB97M-V with the def2-TZVPD basis set, the OMol25 dataset).

Each line ends with the natural charge from an NBO analysis.
Cartesian coordinates (Å):
C 2.99 -0.41 0.38  0.46
C -1.51 1.85 -0.72  0.10
N -0.02 0.61 0.43  -0.62
N 3.07 -1.36 1.06  -0.43
O -1.24 1.14 0.29  -0.16
Cl 2.99 0.71 -0.66  0.46
H -2.47 2.35 -1.05  0.22
H -0.64 2.00 -1.32  0.15
H -0.01 -0.19 1.20  0.31
H 2.65 -2.20 1.49  0.51

- Net charge: +1
- Multiplicity: 1
- Orbital gap (alpha / beta): 6.73 / 6.59 eV
- ΔE to the lowest compared entry with this formula, charge and spin: 411.57 kJ/mol

# 20
# C2H4ClN2O2

A gas-phase ion, C2H4ClN2O2 (charge -1) in a non-equilibrium geometry (ωB97M-V with the def2-TZVPD basis set, the OMol25 dataset).

Each line ends with the natural charge from an NBO analysis.
Cartesian coordinates (Å):
O -1.51 -0.72 -0.94  -0.63
N -1.72 0.16 -0.04  0.57
O -2.80 0.72 0.06  -0.55
N -0.81 0.46 0.80  -0.45
C 0.37 -0.34 0.72  -0.25
C 1.14 0.17 -0.66  -0.37
Cl 2.34 1.27 -0.07  -0.10
H 0.02 -1.44 0.78  0.18
H 0.85 -0.22 1.70  0.19
H 0.47 0.65 -1.22  0.21
H 1.66 -0.70 -1.14  0.19

- Net charge: -1
- Multiplicity: 1
- SMILES: [O-][N+]([O-])=NCCCl
- Orbital gap: 7.55 eV
- ΔE to the lowest compared entry with this formula, charge and spin: 0.00 kJ/mol